{
  "formula": "C3H21NO9",
  "method": "the ωB97M-V functional and the def2-TZVPD basis",
  "homo_lumo_gap_ev": 10.160,
  "de_lowest_kj_mol": 41.0,
  "smiles": "N[C@H](C=O)CO.O.O.O.O.O.O.O",
  "e_lumo_ha": 0.017,
  "homo_ev": -9.703,
  "charge": 0,
  "elements": ["O", "C", "C", "C", "O", "N", "H", "H", "H", "H", "H", "H", "H", "H", "H", "O", "H", "H", "O", "H", "H", "O", "H", "H", "O", "H", "H", "O", "H", "H", "O", "H", "H", "O"],
  "xyz": [[1.96012, 0.35210, 0.05195], [0.84045, 0.52780, 0.47309], [-0.34802, 0.89251, -0.41729], [-1.01247, -0.43128, -0.87626], [-2.43835, -0.25376, -0.78525], [0.10643, 1.77271, -1.49065], [0.67556, 0.45048, 1.55980], [-1.09107, 1.44892, 0.16377], [-0.71806, -0.69527, -1.89074], [-0.82958, -1.24485, -0.17468], [-2.77576, 0.00274, -1.64732], [-0.63903, 1.98300, -2.14389], [0.82391, 1.27725, -2.02524], [-0.07529, -2.24411, 3.10721], [-0.88309, -1.22651, 2.19413], [-0.17150, -1.91866, 2.21003], [-0.30342, 2.85364, 1.69429], [-0.97765, 2.94661, 3.09623], [-0.68621, 2.31438, 2.43110], [1.59787, -3.26829, -2.75443], [0.77851, -2.91428, -1.49422], [0.96322, -2.62776, -2.42019], [-0.31606, -4.25764, 0.11504], [0.23672, -2.98235, 0.79701], [0.40260, -3.61990, 0.06541], [1.74477, -1.05052, -2.63589], [2.39490, -0.00719, -1.71290], [2.10302, -0.13545, -2.63104], [1.50105, 3.92072, 0.59237], [0.47974, 3.31708, -0.37823], [0.55214, 3.79877, 0.48405], [-2.46843, 0.00977, 1.44890], [-1.63047, 0.88857, 2.40928], [-2.05293, -0.00713, 2.32484]],
  "forces_ev_per_angstrom": [[-0.1728, 0.0656, 0.1257], [0.3107, 0.4482, 0.2026], [0.4270, -0.2066, -0.2166], [-0.8942, 0.5921, 0.6488], [-0.0857, -0.1354, -0.2968], [0.2341, 0.0254, -0.0756], [-0.2703, -0.1454, -0.1940], [0.1483, -0.3430, 0.0813], [0.2346, -0.1215, 0.1205], [0.3870, -0.0415, -0.2312], [-0.0985, 0.0200, 0.0372], [-0.1534, -0.0373, 0.1022], [0.0487, 0.0778, -0.0823], [-0.1372, 0.1043, 0.0600], [0.1567, -0.2656, 0.4979], [0.0171, 0.0241, -0.4712], [0.0267, -0.0361, 0.3387], [0.0492, 0.0000, -0.0559], [0.0125, 0.3986, -0.0171], [-0.0098, -0.0401, -0.0123], [0.0291, -0.0429, -0.2921], [-0.0692, -0.1734, 0.1832], [0.0106, 0.0452, -0.0142], [0.0432, -0.2782, -0.0164], [-0.0486, 0.2385, 0.2445], [0.0887, 0.3890, 0.0300], [-0.0465, -0.0446, -0.2553], [0.0241, -0.1876, -0.0568], [-0.0061, 0.0495, 0.1380], [-0.0638, -0.0724, 0.1710], [0.0378, -0.1742, -0.4095], [-0.1573, -0.0338, 0.1101], [-0.1853, -0.5599, -0.0670], [0.1122, 0.4610, -0.3275]]
}